{"formula": "C89H199N9O15", "method": "ωB97M-V/def2-TZVPD", "species": ["C", "C", "C", "C", "C", "C", "N", "O", "C", "C", "C", "H", "H", "H", "H", "H", "H", "H", "H", "H", "H", "H", "H", "H", "H", "H", "H", "H", "H", "H", "C", "C", "C", "C", "C", "C", "N", "O", "C", "C", "C", "H", "H", "H", "H", "H", "H", "H", "H", "H", "H", "H", "H", "H", "H", "H", "H", "H", "H", "H", "C", "C", "C", "C", "C", "C", "N", "O", "C", "C", "C", "H", "H", "H", "H", "H", "H", "H", "H", "H", "H", "H", "H", "H", "H", "H", "H", "H", "H", "H", "C", "C", "C", "C", "C", "C", "N", "O", "C", "C", "C", "H", "H", "H", "H", "H", "H", "H", "H", "H", "H", "H", "H", "H", "H", "H", "H", "H", "H", "H", "C", "C", "C", "C", "C", "C", "N", "O", "C", "C", "C", "H", "H", "H", "H", "H", "H", "H", "H", "H", "H", "H", "H", "H", "H", "H", "H", "H", "H", "H", "C", "C", "C", "C", "C", "C", "N", "O", "C", "C", "C", "H", "H", "H", "H", "H", "H", "H", "H", "H", "H", "H", "H", "H", "H", "H", "H", "H", "H", "H", "C", "C", "C", "C", "C", "C", "N", "O", "C", "C", "C", "H", "H", "H", "H", "H", "H", "H", "H", "H", "H", "H", "H", "H", "H", "H", "H", "H", "H", "H", "C", "C", "C", "C", "C", "C", "N", "O", "C", "C", "C", "H", "H", "H", "H", "H", "H", "H", "H", "H", "H", "H", "H", "H", "H", "H", "H", "H", "H", "H", "C", "C", "C", "C", "C", "C", "N", "O", "C", "C", "C", "H", "H", "H", "H", "H", "H", "H", "H", "H", "H", "H", "H", "H", "H", "H", "H", "H", "H", "H", "C", "C", "O", "H", "H", "H", "H", "H", "H", "C", "C", "O", "H", "H", "H", "H", "H", "H", "C", "O", "H", "H", "H", "H", "C", "O", "H", "H", "H", "H", "C", "O", "H", "H", "H", "H", "C", "O", "H", "H", "H", "H"], "xyz": [[-26.853, 19.267, 6.688], [-28.180, 19.591, 7.390], [-27.871, 20.273, 8.790], [-27.448, 21.711, 8.725], [-28.540, 22.457, 7.933], [-28.634, 21.950, 6.518], [-29.010, 20.534, 6.581], [-29.109, 20.015, 5.233], [-29.850, 22.613, 5.827], [-27.380, 22.211, 5.701], [-29.015, 18.334, 7.643], [-26.313, 18.464, 7.201], [-26.247, 20.177, 6.728], [-27.053, 18.895, 5.700], [-28.757, 20.217, 9.415], [-27.098, 19.670, 9.342], [-26.460, 21.810, 8.297], [-27.393, 22.097, 9.802], [-28.467, 23.563, 7.851], [-29.478, 22.286, 8.441], [-29.842, 22.550, 4.715], [-30.780, 22.189, 6.174], [-29.828, 23.700, 6.073], [-27.546, 21.691, 4.731], [-27.202, 23.286, 5.624], [-26.470, 21.891, 6.203], [-30.023, 18.738, 7.988], [-28.694, 17.785, 8.535], [-29.112, 17.663, 6.774], [-30.032, 20.151, 5.036], [-18.403, 13.135, 4.012], [-17.235, 14.004, 4.585], [-16.034, 13.984, 3.620], [-14.893, 14.879, 4.017], [-15.544, 16.305, 4.078], [-16.616, 16.456, 5.118], [-17.635, 15.474, 4.649], [-18.788, 15.466, 5.475], [-15.985, 16.423, 6.544], [-17.222, 17.884, 4.991], [-16.907, 13.404, 6.001], [-19.314, 13.136, 4.560], [-18.014, 12.110, 4.031], [-18.540, 13.318, 2.944], [-15.780, 12.919, 3.437], [-16.530, 14.329, 2.672], [-14.085, 14.974, 3.313], [-14.497, 14.608, 5.006], [-15.853, 16.558, 3.047], [-14.812, 17.059, 4.240], [-15.608, 17.403, 6.839], [-16.564, 16.177, 7.354], [-15.172, 15.681, 6.567], [-17.614, 18.127, 3.982], [-18.001, 18.029, 5.752], [-16.511, 18.653, 5.182], [-15.933, 13.658, 6.444], [-16.923, 12.360, 5.913], [-17.636, 13.793, 6.680], [-19.225, 16.347, 5.359], [-21.777, 13.346, 1.638], [-22.406, 13.396, 0.254], [-23.057, 14.767, -0.009], [-23.330, 15.000, -1.514], [-22.050, 14.860, -2.323], [-21.420, 13.447, -2.119], [-21.296, 13.213, -0.679], [-20.712, 11.952, -0.536], [-22.211, 12.346, -2.884], [-19.975, 13.470, -2.703], [-23.489, 12.260, 0.187], [-20.721, 13.637, 1.556], [-21.784, 12.349, 2.086], [-22.370, 14.044, 2.306], [-23.963, 14.707, 0.534], [-22.501, 15.580, 0.434], [-23.784, 15.962, -1.739], [-24.103, 14.281, -1.776], [-21.270, 15.581, -1.987], [-22.163, 15.046, -3.383], [-22.200, 12.504, -3.975], [-21.787, 11.335, -2.688], [-23.219, 12.283, -2.523], [-19.502, 14.326, -2.193], [-19.373, 12.550, -2.629], [-20.095, 13.764, -3.732], [-24.339, 12.505, 0.871], [-23.102, 11.318, 0.574], [-23.920, 12.148, -0.822], [-21.428, 11.284, -0.608], [-26.124, 17.590, 1.312], [-27.253, 17.969, 0.288], [-28.546, 18.431, 0.907], [-28.543, 19.897, 1.382], [-28.046, 20.821, 0.280], [-26.664, 20.335, -0.274], [-26.824, 18.933, -0.697], [-25.590, 18.450, -1.174], [-26.402, 21.219, -1.517], [-25.477, 20.529, 0.664], [-27.469, 16.621, -0.437], [-26.179, 18.216, 2.183], [-25.152, 17.816, 0.880], [-26.216, 16.570, 1.600], [-29.309, 18.358, 0.143], [-28.783, 17.724, 1.736], [-27.945, 20.037, 2.281], [-29.511, 20.169, 1.684], [-28.052, 21.845, 0.608], [-28.711, 20.751, -0.584], [-27.007, 20.970, -2.412], [-26.555, 22.281, -1.313], [-25.347, 21.155, -1.729], [-24.587, 20.170, 0.177], [-25.372, 21.621, 0.881], [-25.699, 20.063, 1.625], [-28.194, 16.824, -1.228], [-27.906, 15.882, 0.263], [-26.588, 16.228, -0.937], [-25.792, 18.146, -2.067], [-28.785, 15.076, 12.471], [-28.725, 16.252, 11.412], [-28.103, 17.557, 11.972], [-26.640, 17.390, 12.190], [-25.961, 16.925, 10.846], [-26.547, 15.658, 10.233], [-27.963, 15.918, 10.205], [-28.635, 14.768, 9.683], [-26.052, 15.572, 8.811], [-26.102, 14.360, 11.025], [-30.165, 16.537, 10.946], [-29.631, 15.131, 13.160], [-27.906, 14.958, 13.050], [-28.915, 14.235, 11.857], [-28.271, 18.388, 11.248], [-28.682, 17.672, 12.892], [-26.475, 16.663, 12.997], [-26.099, 18.243, 12.553], [-24.885, 16.796, 10.972], [-26.073, 17.739, 10.144], [-26.482, 16.486, 8.319], [-24.980, 15.442, 8.696], [-26.640, 14.790, 8.291], [-26.848, 13.581, 10.798], [-25.114, 14.129, 10.642], [-26.097, 14.595, 12.120], [-30.265, 17.296, 10.124], [-30.805, 16.796, 11.783], [-30.629, 15.539, 10.607], [-28.830, 15.058, 8.800], [-27.526, 11.592, 3.992], [-27.714, 13.117, 3.632], [-28.658, 13.196, 2.440], [-29.356, 14.508, 2.303], [-30.063, 14.895, 3.583], [-29.039, 14.944, 4.744], [-28.400, 13.649, 4.774], [-27.395, 13.684, 5.797], [-28.092, 16.176, 4.599], [-29.734, 15.026, 6.202], [-26.370, 13.804, 3.297], [-27.236, 10.968, 3.175], [-28.503, 11.254, 4.317], [-26.834, 11.472, 4.789], [-28.022, 12.969, 1.582], [-29.325, 12.311, 2.513], [-30.019, 14.445, 1.471], [-28.646, 15.337, 2.027], [-30.688, 14.049, 3.814], [-30.665, 15.774, 3.443], [-27.496, 16.124, 3.696], [-28.610, 17.177, 4.561], [-27.340, 16.224, 5.391], [-28.942, 15.351, 6.900], [-30.503, 15.771, 6.088], [-30.080, 14.017, 6.427], [-26.576, 14.555, 2.542], [-25.617, 13.072, 3.054], [-26.005, 14.285, 4.196], [-27.871, 13.282, 6.527], [-22.815, 19.445, 6.505], [-22.767, 17.940, 6.354], [-24.067, 17.273, 5.864], [-24.434, 17.424, 4.398], [-23.303, 17.006, 3.519], [-21.981, 17.567, 3.920], [-21.786, 17.421, 5.382], [-20.473, 17.862, 5.739], [-20.895, 16.739, 3.249], [-21.869, 19.095, 3.459], [-22.424, 17.317, 7.774], [-22.910, 19.688, 7.535], [-23.655, 19.979, 6.067], [-21.874, 19.967, 6.249], [-23.949, 16.235, 6.092], [-24.949, 17.596, 6.382], [-24.705, 18.509, 4.224], [-25.254, 16.744, 4.142], [-23.300, 17.290, 2.475], [-23.138, 15.912, 3.563], [-21.056, 15.678, 3.441], [-21.005, 16.886, 2.171], [-19.932, 17.022, 3.543], [-22.080, 19.142, 2.355], [-22.669, 19.702, 3.926], [-20.888, 19.475, 3.671], [-22.992, 17.858, 8.572], [-21.365, 17.478, 7.858], [-22.757, 16.298, 7.908], [-20.420, 18.800, 5.386], [-24.775, 11.485, 7.524], [-23.476, 11.853, 6.871], [-23.400, 13.352, 6.441], [-22.027, 13.916, 6.064], [-21.167, 13.732, 7.390], [-21.080, 12.180, 7.708], [-22.427, 11.658, 7.939], [-22.307, 10.304, 8.246], [-20.231, 11.474, 6.696], [-20.336, 11.915, 9.011], [-23.350, 10.955, 5.647], [-24.792, 12.102, 8.390], [-24.797, 10.446, 7.844], [-25.647, 11.644, 6.843], [-24.020, 13.398, 5.547], [-23.851, 13.932, 7.220], [-22.036, 14.962, 5.785], [-21.532, 13.367, 5.250], [-21.712, 14.171, 8.193], [-20.177, 14.149, 7.249], [-19.163, 11.678, 6.956], [-20.411, 10.421, 6.598], [-20.407, 11.904, 5.744], [-20.117, 10.865, 9.113], [-19.429, 12.581, 8.991], [-21.075, 12.199, 9.881], [-22.529, 11.238, 5.002], [-24.327, 10.938, 5.142], [-23.278, 9.886, 5.973], [-21.922, 9.895, 7.480], [-23.924, 22.158, 3.814], [-23.245, 23.432, 3.380], [-24.181, 24.633, 3.406], [-24.471, 25.036, 4.858], [-23.097, 25.496, 5.494], [-22.129, 24.354, 5.488], [-22.003, 23.883, 4.096], [-21.036, 22.854, 4.070], [-20.729, 24.859, 5.937], [-22.644, 23.266, 6.513], [-22.694, 23.285, 1.909], [-24.870, 22.205, 3.304], [-24.174, 22.069, 4.855], [-23.396, 21.286, 3.445], [-23.804, 25.451, 2.811], [-25.118, 24.370, 2.908], [-25.040, 24.301, 5.365], [-25.033, 25.918, 4.694], [-23.327, 25.812, 6.484], [-22.790, 26.436, 5.017], [-20.080, 24.061, 6.312], [-20.282, 25.354, 5.032], [-20.842, 25.579, 6.738], [-22.183, 22.261, 6.474], [-22.575, 23.598, 7.572], [-23.715, 23.138, 6.376], [-23.505, 23.078, 1.118], [-22.065, 22.374, 1.953], [-22.023, 24.061, 1.628], [-21.401, 22.049, 4.538], [-24.113, 20.071, 11.133], [-22.863, 20.725, 10.489], [-21.803, 19.779, 10.791], [-23.989, 20.162, 12.235], [-24.300, 19.081, 10.760], [-25.071, 20.674, 10.978], [-22.687, 21.662, 11.058], [-23.041, 20.857, 9.447], [-21.209, 19.737, 10.037], [-17.769, 21.227, 9.707], [-18.410, 20.631, 8.438], [-19.774, 21.164, 8.168], [-17.557, 22.303, 9.631], [-16.806, 20.680, 9.938], [-18.489, 20.918, 10.438], [-18.588, 19.614, 8.597], [-17.816, 20.780, 7.586], [-19.716, 22.122, 8.380], [-18.396, 15.219, 0.455], [-18.701, 15.367, 1.795], [-17.319, 15.234, 0.134], [-18.748, 14.266, 0.095], [-18.911, 15.936, -0.204], [-18.371, 16.153, 2.224], [-22.653, 14.691, 10.654], [-21.266, 15.089, 10.649], [-22.943, 13.886, 9.979], [-22.884, 14.397, 11.616], [-23.266, 15.540, 10.397], [-20.772, 14.267, 10.810], [-18.599, 16.591, 9.173], [-19.568, 17.409, 9.872], [-19.161, 16.031, 8.389], [-17.904, 17.298, 8.705], [-18.024, 15.959, 9.912], [-20.228, 16.883, 10.350], [-18.675, 21.072, 4.504], [-19.708, 20.536, 5.275], [-18.674, 20.519, 3.524], [-18.877, 22.146, 4.293], [-17.705, 20.907, 5.050], [-19.806, 20.988, 6.105]], "orbital_gap_ev": 8.387, "lumo_energy_ev": 0.46, "homo_energy_ha": -0.291}

{"formula": "C8B2F18O16P3Zr", "method": "ωB97M-V/def2-TZVPD", "species": ["Zr", "P", "F", "F", "F", "F", "F", "F", "P", "F", "F", "F", "F", "F", "F", "P", "F", "F", "F", "F", "F", "F", "O", "C", "O", "B", "O", "C", "O", "O", "C", "O", "C", "O", "O", "O", "C", "O", "B", "O", "C", "O", "O", "C", "O", "C", "O", "O"], "xyz": [[-0.527, -0.836, -2.253], [0.645, 0.820, -4.288], [1.257, -0.054, -3.075], [-0.588, 1.120, -3.227], [1.510, 2.125, -3.711], [-0.186, 1.514, -5.426], [1.814, 0.267, -5.278], [-0.110, -0.572, -4.447], [1.093, -3.561, -2.660], [2.187, -2.957, -3.675], [0.524, -4.748, -3.654], [2.194, -4.342, -1.779], [-0.108, -3.772, -1.561], [1.196, -2.125, -1.739], [0.060, -2.569, -3.398], [-3.458, -0.657, -2.038], [-4.128, -0.870, -0.639], [-4.147, 0.835, -2.319], [-2.220, 0.200, -1.462], [-2.507, -0.548, -3.335], [-2.388, -1.962, -1.782], [-4.534, -1.551, -3.010], [-1.133, 3.174, -0.145], [-0.024, 2.817, 0.232], [0.713, 3.445, 1.087], [1.899, 2.668, 1.472], [1.847, 1.522, 0.434], [0.733, 1.605, -0.206], [0.217, 0.743, -0.911], [3.122, 3.548, 1.493], [3.551, 3.712, 2.683], [4.406, 4.442, 3.095], [2.909, 2.609, 3.582], [1.971, 2.091, 2.855], [3.018, 2.396, 4.790], [0.375, 1.183, 5.934], [-0.299, 0.489, 5.140], [0.284, -0.297, 4.304], [-0.840, -0.845, 3.429], [-2.093, -0.301, 4.069], [-1.824, 0.332, 5.114], [-2.559, 0.907, 5.959], [-0.774, -2.295, 3.350], [-0.552, -2.653, 2.102], [-0.268, -3.818, 1.779], [-0.649, -1.384, 1.189], [-0.874, -0.412, 2.001], [-0.733, -1.436, -0.073]], "charge": -2, "orbital_gap_ev": [5.647, 9.181], "multiplicity": 2, "lumo_energy_ev": [4.09, 4.08], "homo_energy_ha": [-0.057, -0.187]}

{"formula": "C8BaF24N4O16S8", "method": "ωB97M-V/def2-TZVPD", "species": ["Ba", "C", "F", "F", "F", "S", "O", "O", "N", "S", "O", "O", "C", "F", "F", "F", "C", "F", "F", "F", "S", "O", "O", "N", "S", "O", "O", "C", "F", "F", "F", "C", "F", "F", "F", "S", "O", "O", "N", "S", "O", "O", "C", "F", "F", "F", "C", "F", "F", "F", "S", "O", "O", "N", "S", "O", "O", "C", "F", "F", "F"], "xyz": [[0.049, 0.130, 0.203], [0.484, -3.418, 1.364], [0.208, -2.827, 0.187], [0.391, -4.720, 1.206], [1.711, -3.099, 1.735], [-0.785, -2.853, 2.612], [-1.861, -3.780, 2.529], [-0.119, -2.769, 3.869], [-1.149, -1.286, 2.096], [-2.478, -0.889, 2.925], [-3.648, -1.359, 2.242], [-2.415, -1.061, 4.336], [-2.430, 0.948, 2.651], [-1.295, 1.450, 3.143], [-2.496, 1.216, 1.339], [-3.449, 1.517, 3.272], [-1.488, 0.111, -4.434], [-2.296, 0.984, -3.885], [-2.147, -0.523, -5.419], [-0.439, 0.704, -4.987], [-0.857, -1.195, -3.230], [-1.365, -2.419, -3.747], [0.561, -1.075, -3.131], [-1.488, -0.792, -1.742], [-3.070, -1.205, -1.712], [-3.680, -0.612, -0.562], [-3.716, -1.142, -2.981], [-3.083, -3.039, -1.292], [-1.850, -3.564, -1.217], [-3.703, -3.217, -0.127], [-3.762, -3.700, -2.247], [-2.387, 3.286, -1.375], [-2.650, 3.955, -0.249], [-2.711, 2.007, -1.223], [-3.102, 3.797, -2.364], [-0.597, 3.390, -1.787], [-0.361, 2.486, -2.844], [-0.298, 4.765, -2.002], [0.026, 2.702, -0.440], [0.651, 3.705, 0.642], [0.033, 4.977, 0.791], [0.922, 2.945, 1.823], [2.350, 4.069, -0.003], [2.859, 3.017, -0.601], [2.325, 5.092, -0.876], [3.120, 4.437, 1.021], [3.948, -1.948, -1.085], [4.782, -1.843, -2.122], [2.882, -2.652, -1.453], [4.560, -2.589, -0.101], [3.386, -0.244, -0.626], [4.517, 0.609, -0.604], [2.446, 0.094, -1.663], [2.562, -0.540, 0.821], [3.584, -0.075, 1.969], [4.833, -0.756, 1.962], [3.605, 1.341, 2.109], [2.753, -0.572, 3.529], [2.754, -1.875, 3.736], [3.392, 0.015, 4.521], [1.484, -0.114, 3.497]], "charge": -2, "orbital_gap_ev": 9.784, "e_above_lowest_kcal_mol": 0.7, "lumo_energy_ev": 4.17, "homo_energy_ha": -0.206}

E in Eh, matching the order above: -5131.30631 -4428.36199 -7335.71801